{"formula": "C4H7NO2", "method": "ωB97M-V/def2-TZVPD", "spin_multiplicity": 1, "lumo_energy_ev": 0.56, "gap_ev": 9.815, "e_tot_ev": -9843.9166, "homo_ev": -9.2526, "species": ["C", "N", "C", "C", "O", "C", "O", "H", "H", "H", "H", "H", "H", "H"], "positions_angstrom": [[-0.331412, 0.562030, -2.251481], [0.446280, 1.239348, -1.202709], [0.452256, 0.661156, -0.062397], [-0.479902, -0.633952, 0.378268], [0.289137, -1.273576, 1.372961], [0.733545, -0.366495, 2.220539], [1.145031, 0.973802, 1.033651], [0.003773, -0.478690, -2.369537], [-1.412142, 0.540436, -2.043768], [-0.215851, 1.041606, -3.234934], [-0.760845, -1.444028, -0.309279], [-1.393260, -0.214377, 0.833412], [1.512024, -0.831681, 2.856100], [0.011368, 0.224422, 2.779175]], "forces_ev_per_a": [[-0.1091, -0.1181, 0.0138], [0.1267, -0.6123, 1.0297], [-0.9850, -1.7197, 0.3471], [0.1805, 0.7299, -0.5359], [-0.0466, -0.0610, 0.0348], [0.3895, 1.0952, -0.9012], [-0.3026, -1.4493, 0.7359], [-0.0822, 0.1640, -0.0328], [0.1801, 0.0642, 0.0432], [0.1605, 0.0759, 0.5285], [0.2678, 0.7630, -0.2113], [0.1512, -0.0281, -0.1975], [0.1934, 1.0127, -0.6953], [-0.1243, 0.0834, -0.1590]], "mulliken_charge": [-0.8027, -0.6221, 0.7893, -0.4210, -0.3363, -0.0715, -0.5113, 0.2896, 0.2800, 0.2647, 0.3247, 0.2907, 0.2674, 0.2586]}

=====

{"formula": "C4H7NO2", "method": "ωB97M-V/def2-TZVPD", "spin_multiplicity": 1, "lumo_energy_ev": 0.67, "gap_ev": 9.330, "e_tot_ev": -9840.7368, "homo_ev": -8.6634, "species": ["C", "C", "N", "O", "C", "C", "O", "H", "H", "H", "H", "H", "H", "H"], "positions_angstrom": [[-1.218653, -1.086407, -0.158821], [-0.357886, 0.137855, -0.021210], [-0.727857, 1.232312, 0.521923], [-2.030320, 1.159386, 0.974619], [1.029193, 0.122738, -0.591945], [2.088029, 1.055621, -0.136440], [1.953266, -0.761398, 0.121413], [-2.033851, -0.906685, -0.869375], [-0.628848, -1.938623, -0.507660], [-1.684780, -1.340807, 0.797728], [-2.165963, 2.031624, 1.367758], [1.020027, -0.254035, -1.621598], [2.847887, 1.055876, -0.937034], [1.909756, -0.507459, 1.060645]], "forces_ev_per_a": [[-0.0289, -0.0387, 0.0244], [-0.0826, 0.2607, 0.1414], [0.3861, -0.3883, -0.3033], [-0.2557, 0.1617, 0.1559], [-0.0409, 0.0948, -0.0199], [-0.0374, -0.0142, -0.2880], [0.0991, -0.0297, 0.1657], [0.1244, 0.0044, 0.0950], [-0.0605, 0.1449, 0.0457], [0.0810, 0.0533, -0.1254], [-0.0098, -0.1779, -0.0702], [0.0135, 0.0986, 0.1390], [-0.1067, -0.0091, 0.0867], [-0.0818, -0.1605, -0.0470]], "mulliken_charge": [-1.1384, 0.5378, -0.3882, -0.3941, 0.0724, -0.5557, -0.4556, 0.3165, 0.3351, 0.3396, 0.3843, 0.3662, 0.1620, 0.4182]}

=====

{"formula": "C4H7NO2", "method": "ωB97M-V/def2-TZVPD", "smiles": "CC(C)=NC(=O)O", "spin_multiplicity": 1, "lumo_energy_ev": -0.04, "gap_ev": 9.613, "e_tot_ev": -9845.3138, "homo_ev": -9.6539, "species": ["C", "C", "C", "C", "O", "N", "O", "H", "H", "H", "H", "H", "H", "H"], "positions_angstrom": [[-0.480681, -1.290311, 0.569870], [-1.048760, 1.206541, 0.636817], [1.818196, -0.068679, -0.858177], [-0.052464, 0.126515, 0.305472], [0.791847, -0.186639, -1.886593], [1.201781, 0.521488, 0.159832], [2.922071, -0.530765, -0.965496], [0.507127, 0.714668, -2.114333], [0.220653, -2.007100, 0.144367], [-1.465572, -1.467603, 0.131798], [-0.548727, -1.434111, 1.652013], [-2.019344, 0.990698, 0.186924], [-1.161506, 1.242166, 1.724674], [-0.684622, 2.183132, 0.312833]], "forces_ev_per_a": [[0.0001, 0.0623, -1.1801], [0.2042, -0.1251, 0.1743], [0.6019, -1.9297, -0.8441], [1.4208, 1.6084, 2.2214], [1.4571, -0.0092, -0.9013], [-2.8434, 0.3229, 0.5193], [-0.8410, 0.6051, -0.4269], [0.1059, -0.3984, 0.1655], [0.0402, 0.0162, 0.1348], [0.0256, -0.0488, 0.1459], [0.0510, 0.1392, -0.0842], [0.0098, -0.0227, 0.1080], [-0.2112, -0.0236, -0.0226], [-0.0211, -0.1968, -0.0099]], "mulliken_charge": [-1.1506, -1.2087, 0.5311, 1.0421, -0.5169, -0.4927, -0.5419, 0.3409, 0.3496, 0.3047, 0.3234, 0.3682, 0.3207, 0.3301]}

=====

{"formula": "C4H7NO2", "method": "ωB97M-V/def2-TZVPD", "spin_multiplicity": 1, "lumo_energy_ev": -1.22, "gap_ev": 7.523, "e_tot_ev": -9842.5832, "homo_ev": -8.7482, "species": ["C", "C", "C", "C", "N", "O", "O", "H", "H", "H", "H", "H", "H", "H"], "positions_angstrom": [[-2.326287, 0.460995, -0.007792], [0.512459, 0.212730, 1.399376], [0.456213, -0.825306, 0.287485], [0.317510, -0.202428, -1.068021], [-3.222838, 1.068995, 0.410386], [0.794037, 1.014589, -1.390299], [0.090620, -1.042844, -2.052042], [-0.348665, 0.929251, 1.424889], [1.346272, 0.902540, 1.178347], [0.357464, -0.283879, 2.351087], [1.416104, -1.322966, 0.579353], [-0.191415, -1.721155, 0.408734], [1.105077, 1.435001, -0.655675], [-0.306551, -0.625522, -2.865827]], "forces_ev_per_a": [[0.9353, -0.1010, -0.6858], [-2.2935, 1.7008, -0.4377], [0.5425, -0.5495, 1.1161], [1.0384, -0.2325, -0.4694], [-0.0270, -0.0262, 0.0836], [-2.6243, -4.3970, -3.0137], [-0.9589, 1.5797, 0.0349], [0.1953, -0.8197, -0.5679], [0.4019, -0.7419, 1.1618], [1.1918, 0.1205, 0.3080], [0.1450, 0.2701, -1.7579], [-0.3704, 1.2878, -0.2481], [1.1070, 2.1154, 3.5495], [0.7170, -0.2063, 0.9267]], "mulliken_charge": [-0.2011, -1.4016, -0.2201, 0.6304, -0.5060, -0.3415, -0.3944, 0.3358, 0.4064, 0.3657, 0.3079, 0.3590, 0.2544, 0.4049]}

=====

{"formula": "C4H7NO2", "method": "ωB97M-V/def2-TZVPD", "spin_multiplicity": 1, "lumo_energy_ev": 0.66, "gap_ev": 9.565, "e_tot_ev": -9841.8519, "homo_ev": -8.9100, "species": ["O", "C", "C", "O", "C", "N", "C", "H", "H", "H", "H", "H", "H", "H"], "positions_angstrom": [[-1.178093, -0.405139, 1.615220], [-1.095416, 0.134378, 0.411757], [-0.153619, 1.313818, 0.221573], [1.178405, 1.034538, 0.633158], [1.760282, -0.057421, 0.104697], [1.254126, -1.017037, -0.548834], [-0.167214, -1.092373, -0.727422], [-0.735461, -1.089942, 0.495762], [-2.018821, 0.253851, -0.189865], [-0.149279, 1.678231, -0.813741], [-0.511053, 2.106383, 0.884930], [2.827585, -0.050506, 0.318129], [-0.531515, -0.658749, -1.661235], [-0.479930, -2.150026, -0.744127]], "forces_ev_per_a": [[-0.1010, -0.0029, 0.1368], [-0.0759, 0.3483, -0.2169], [-0.1582, 0.0286, -0.0409], [0.0685, -0.0951, -0.0390], [0.0438, -0.1686, -0.0900], [0.1142, 0.2873, 0.1698], [-0.0035, -0.0869, -0.2109], [0.0613, -0.2081, -0.0780], [0.1243, 0.0035, 0.1468], [-0.0130, -0.0858, 0.1255], [0.0132, -0.0965, -0.0820], [-0.1207, -0.0154, -0.0404], [0.0340, -0.0257, 0.1538], [0.0132, 0.1175, 0.0654]], "mulliken_charge": [-0.7369, 0.1621, -0.4823, -0.3403, 0.1583, -0.4874, -0.6819, 0.2008, 0.4266, 0.3266, 0.3194, 0.3892, 0.3490, 0.3969]}

=====

{"formula": "C4H7NO2", "method": "ωB97M-V/def2-TZVPD", "spin_multiplicity": 1, "lumo_energy_ev": [-0.39, 0.22], "gap_ev": [6.464, 7.787], "e_tot_ev": -9840.8521, "homo_ev": [-6.8546, -7.5641], "species": ["C", "C", "N", "C", "C", "O", "O", "H", "H", "H", "H", "H", "H", "H"], "positions_angstrom": [[1.226323, -0.072017, 0.025034], [-0.376195, 0.021345, -0.089815], [-0.679347, 0.588605, -1.357625], [1.555941, 0.789699, 0.916711], [-1.105699, -1.127816, 0.269451], [1.881262, -0.927461, -0.759225], [-0.415744, 1.105199, 1.036295], [1.202246, -1.458407, -1.216352], [-0.869195, 0.698714, 1.794861], [-1.672754, 0.748463, -1.459852], [-0.176080, 1.451365, -1.517715], [2.029184, 1.447725, 1.607326], [-1.671208, -1.666869, -0.475187], [-0.928733, -1.598545, 1.226093]], "forces_ev_per_a": [[-0.0793, -0.0210, -0.0611], [0.1106, 0.2488, 0.2329], [0.0315, -0.0352, 0.0802], [-0.3399, -0.1204, -0.0925], [0.1124, 0.0751, 0.0199], [-0.1070, 0.0230, 0.0318], [0.1196, -0.2340, -0.2682], [0.0410, 0.0861, 0.0611], [0.0518, -0.0332, -0.0911], [0.0395, -0.0186, 0.0313], [-0.0096, -0.0311, 0.0390], [0.0257, 0.0091, 0.0205], [-0.0157, 0.0375, -0.0197], [0.0196, 0.0139, 0.0160]], "mulliken_charge": [0.3866, 0.4204, -0.5681, -0.4989, -1.0694, -0.4587, -0.4936, 0.3469, 0.3640, 0.2556, 0.2534, 0.4337, 0.3055, 0.3223]}

=====

{"formula": "C4H7NO2", "method": "ωB97M-V/def2-TZVPD", "spin_multiplicity": 1, "lumo_energy_ev": 1.06, "gap_ev": 10.991, "e_tot_ev": -9844.9632, "homo_ev": -9.9285, "species": ["C", "C", "C", "N", "C", "O", "O", "H", "H", "H", "H", "H", "H", "H"], "positions_angstrom": [[0.998074, 0.947983, -1.004865], [-0.341261, 0.643386, -1.614432], [-0.070667, -1.940837, 0.779664], [0.510984, -1.215422, 1.641008], [-1.524474, 1.101225, 1.959611], [-1.289638, 2.091955, 1.455977], [-1.291814, 0.193989, -1.014947], [1.055914, 0.577717, 0.022458], [1.158518, 2.033530, -1.023232], [1.792694, 0.501164, -1.614634], [-0.429515, 0.862260, -2.700853], [0.360054, -2.020045, -0.221233], [-0.993531, -2.506495, 0.950471], [-0.012446, -1.220435, 2.518789]], "forces_ev_per_a": [[-0.0206, -0.0652, 0.1245], [-0.2228, -0.0810, 0.1121], [0.1926, 0.1050, 0.1001], [-0.2963, -0.3129, -0.1499], [0.2277, 1.2442, -0.5809], [-0.2650, -1.1720, 0.6228], [0.4305, 0.1711, -0.2968], [0.0023, 0.0823, -0.1782], [-0.0494, -0.1364, -0.0185], [-0.1286, 0.0631, 0.0537], [-0.0269, -0.0076, 0.1037], [-0.0345, -0.0030, 0.1244], [0.1091, 0.1212, 0.0402], [0.0819, -0.0086, -0.0571]], "mulliken_charge": [-0.8924, 0.1344, -0.2735, -0.5176, 0.1344, -0.1485, -0.4343, 0.2135, 0.3230, 0.3265, 0.3426, 0.2993, 0.2358, 0.2569]}

=====

{"formula": "C4H7NO2", "method": "ωB97M-V/def2-TZVPD", "smiles": "C=NO[C@H]1C[C@H]1O", "spin_multiplicity": 1, "lumo_energy_ev": 1.08, "gap_ev": 10.698, "e_tot_ev": -9843.2518, "homo_ev": -9.6219, "species": ["C", "C", "C", "C", "H", "H", "H", "H", "H", "H", "H", "N", "O", "O"], "positions_angstrom": [[-0.425507, 0.658621, 1.293190], [-1.737840, 0.713462, 0.557612], [-0.438957, 0.834354, -0.191685], [1.712919, -1.353111, -1.609862], [0.841831, -0.759227, 1.414317], [-0.141948, 1.525671, 1.878083], [-2.266247, -0.232806, 0.412693], [-2.363064, 1.595555, 0.684525], [-0.132394, 1.801935, -0.578276], [1.154910, -1.626693, -2.512162], [2.710887, -1.736465, -1.453452], [1.209207, -0.617243, -0.695688], [-0.035970, -0.570827, 1.807953], [-0.087828, -0.233225, -1.007249]], "forces_ev_per_a": [[-0.3050, -0.2983, -0.0961], [-0.1013, -0.0044, -0.0219], [-0.3170, 0.7802, 0.1794], [-0.6285, 0.2802, 0.3561], [-0.6024, 0.0294, 0.2703], [0.0102, 0.0308, 0.0479], [0.2711, 0.3184, 0.1735], [0.1476, -0.2230, -0.1419], [-0.0580, -0.0544, -0.0619], [0.1207, 0.1558, 0.2540], [0.0183, 0.0690, 0.0962], [0.7296, -0.5939, -0.8575], [0.6508, -0.1495, -0.1241], [0.0641, -0.3402, -0.0740]], "mulliken_charge": [-0.0556, -0.6475, 0.1439, -0.3471, 0.3687, 0.2876, 0.2489, 0.2437, 0.3451, 0.2989, 0.2637, -0.4625, -0.5444, -0.1433]}

=====

Here are the calculated energy relative to the best compared isomer or geometry (same formula, charge and spin) numbers, same order: 77.6; 150.9; 45.3; 108.3; 125.2; 148.2; 53.4; 92.9 (kcal/mol).